ORCA calculation (the ωB97M-V functional and the def2-TZVPD basis) on a structure of composition C66H49ClO26S in a non-equilibrium geometry.

Summary:
LUMO level: -1.69 eV
HOMO-LUMO gap: 8.26 eV
2S+1: 1
charge: 0

```
143
Properties=species:S:1:pos:R:3:forces:R:3
H 1.49071 -0.68836 -7.29473 0.03 -0.03 -0.04
H -3.98265 5.97155 10.14488 0.00 -0.01 0.00
C 3.63689 2.00565 -6.68020 0.03 0.01 0.02
H -4.03132 5.77502 3.67463 -0.05 0.01 0.00
H -3.92276 7.93824 8.62668 0.01 0.00 -0.01
C 6.49003 -4.31594 -4.81489 -0.02 -0.04 -0.10
H -1.73115 -2.24632 1.10964 0.03 0.03 0.06
H 7.13159 -5.00311 -6.79142 0.01 0.00 0.01
C -4.84633 -1.68399 -1.81966 0.03 -0.11 -0.01
H -4.42125 1.31222 -3.57435 -0.01 0.01 0.04
C -4.24222 4.94840 3.00685 0.04 0.01 0.01
C -5.25407 4.75567 8.83657 0.00 0.02 0.00
O -6.49676 4.99042 3.66827 -0.10 -0.03 -0.01
C -4.85992 -0.22470 -2.07739 0.10 -0.03 -0.02
C -0.65768 -8.57496 2.13838 0.29 0.01 0.29
H 4.14891 2.74048 -4.76099 -0.02 -0.01 0.03
O -2.86232 -4.38309 -0.14486 -0.22 -0.08 -1.23
O -5.21703 0.55800 -1.22317 -0.09 0.09 0.06
H -3.66110 -0.29921 -5.31708 0.02 -0.03 -0.01
C 0.90995 7.66015 8.75037 0.04 0.00 -0.01
C -5.94096 5.79836 6.72154 -0.09 0.01 0.02
H 1.10287 1.12200 -1.31817 0.00 -0.05 -0.06
O 2.35009 5.43403 6.39525 0.04 -0.02 -0.04
H -0.38956 -8.89166 1.13777 -0.13 -0.18 -0.37
C 13.17505 -3.36755 -5.20873 0.01 -0.02 -0.04
H -5.78576 -8.29735 0.71880 -0.06 -0.24 -0.33
C 4.46574 -2.93525 -4.74521 0.01 0.00 0.01
C -1.08645 -1.55551 -0.77888 0.01 0.01 0.04
C -4.40572 0.24251 -3.40985 0.00 -0.01 -0.04
O -2.77153 2.73903 0.65686 0.07 -0.03 -0.03
O -1.34545 7.72440 9.41540 -0.05 0.00 0.03
O -7.62511 9.31737 9.25795 0.06 -0.01 0.04
C 5.37774 -3.83046 -6.94242 -0.14 0.06 0.02
C -4.43524 -2.54500 -2.74663 -0.03 0.01 0.05
C -4.50016 5.98339 9.19389 0.00 0.00 0.00
C -5.18436 7.02508 7.08161 0.02 -0.07 0.10
H 0.16002 -6.59442 1.85386 0.05 0.27 -0.17
O 12.92523 -1.81085 -3.46270 0.02 0.03 0.02
C -0.50018 7.19859 8.72337 0.02 0.00 -0.01
H -6.45678 5.80890 5.76901 0.07 0.02 0.00
C 11.15341 -4.59094 -5.86939 0.01 0.05 0.03
H -2.27443 4.71328 2.25997 0.01 -0.02 -0.03
C -11.12415 8.08081 7.55625 0.02 0.00 0.00
C -9.96772 9.16660 9.42951 -0.05 0.01 0.00
O 2.73511 1.06313 -3.38402 0.08 0.01 0.08
H 2.87261 7.40487 7.99687 0.01 -0.03 -0.03
H 7.25470 -1.50861 -9.17739 -0.02 -0.03 -0.01
H -3.86708 -7.02886 2.54657 0.14 0.12 0.26
H 10.40723 -2.41409 -3.29097 0.03 0.02 0.01
Cl -6.51481 -6.40028 3.10491 0.12 -0.26 -0.18
O 3.44805 -2.48681 -6.81972 0.01 -0.12 -0.03
O -0.22496 -0.59519 -2.74422 -0.04 -0.03 -0.11
C 10.37535 -3.86383 -4.83458 -0.07 0.05 -0.02
C 12.39788 -2.63694 -4.17473 -0.01 0.00 0.02
C -2.63601 -7.81755 1.10251 -0.68 0.12 -0.01
C 0.18201 -7.39919 2.57019 -0.27 -0.07 0.17
C 1.83876 7.08433 7.99264 -0.01 0.03 0.03
H -9.85366 7.36689 5.92008 -0.03 0.00 0.00
C -0.36206 -0.54151 1.33781 0.00 0.05 -0.06
O 7.40981 -4.85165 -4.22994 -0.11 0.05 0.20
H -4.79164 -9.35743 1.76681 0.21 -0.39 -0.18
C 0.50768 0.42005 -0.74775 0.04 0.05 0.00
H -0.47364 -9.38982 2.82070 -0.07 -0.40 0.12
H -0.19389 -7.04644 3.52063 -0.09 0.25 0.24
C 9.55745 -4.00241 -10.03517 0.04 -0.02 -0.01
S -2.96157 -5.34756 0.87396 0.20 0.39 0.54
O -3.60942 -2.86336 -4.92695 0.00 -0.04 -0.05
C 2.76833 1.04483 -4.59708 -0.05 -0.03 -0.03
C 1.99682 0.05058 -5.37814 -0.06 0.01 0.01
C -3.30542 4.38278 2.25178 0.00 0.03 0.02
H 1.19957 -7.72244 2.73324 0.37 -0.09 -0.09
O 10.62828 -5.41042 -6.59272 -0.04 0.00 -0.10
C 6.36937 -4.42327 -6.28592 0.04 -0.03 -0.04
C -9.82012 7.86628 6.88015 0.03 0.00 0.01
C 10.95442 -2.95689 -4.05136 -0.01 -0.04 -0.04
O -2.04316 -6.60656 0.57805 0.41 0.35 -0.18
C 2.04194 0.03124 -6.70718 -0.07 0.15 0.07
C -4.03539 -7.35279 1.52335 -0.16 -0.35 1.26
C 2.86422 1.00654 -7.46338 -0.02 -0.04 0.01
H 11.53073 -3.65422 -10.72004 0.02 0.03 0.00
O 2.91102 0.99301 -8.67422 0.02 0.02 -0.05
C 5.46141 -3.52739 -4.09136 -0.02 0.00 0.03
H -7.00147 3.01512 2.06064 -0.01 0.02 0.02
H 5.28044 -3.89411 -8.01640 0.00 0.02 -0.03
C 9.22816 -1.15981 -9.86345 -0.04 -0.01 0.02
C -5.03513 2.77668 1.31051 -0.03 -0.06 0.00
H -7.72032 8.12555 6.95634 0.01 0.07 0.00
H 9.59654 -5.08365 -10.06682 -0.03 0.00 0.03
H -12.06861 8.91067 9.35079 -0.02 -0.02 -0.03
C -8.68073 8.27038 7.43460 0.00 -0.05 -0.05
H 1.13195 8.48401 9.41642 -0.04 0.00 0.01
C -5.16218 -8.36020 1.60456 -0.38 1.09 -0.11
H 14.22613 -3.11905 -5.28236 0.00 0.03 0.03
C -0.83504 6.07026 7.81831 0.01 -0.03 -0.03
C -11.10745 8.76403 8.87499 0.03 0.02 0.03
C -4.46807 7.03615 8.38164 0.00 0.06 0.00
H -2.58070 -8.50700 0.27041 0.01 -0.32 -0.25
C -5.97097 4.74631 7.53597 0.01 0.03 -0.02
O -5.28278 3.79679 9.57704 0.00 -0.05 0.02
H 13.14587 -4.81296 -6.75631 -0.03 -0.02 -0.01
O 7.33974 -4.09878 -9.25650 0.00 -0.04 -0.06
C 4.34873 -3.03834 -6.22498 0.07 -0.04 0.05
H 1.40245 -0.65191 -4.80701 -0.02 0.06 0.05
H -9.93272 9.66456 10.39007 0.04 0.01 0.00
H 9.18892 -0.07868 -9.82852 0.04 0.01 -0.01
C 8.28060 -3.40326 -9.57638 0.05 0.00 0.01
C -3.62744 3.25196 1.34315 -0.04 -0.01 0.02
H -1.64125 -2.27579 -1.36744 0.01 -0.01 0.01
C 10.50787 -1.75777 -10.32393 -0.02 -0.04 0.00
H -6.51403 3.84134 7.29356 0.00 -0.01 0.03
H 4.23019 2.70850 -7.25156 -0.01 -0.02 -0.03
O -5.15334 7.98280 6.33745 0.00 0.03 -0.06
H -5.24893 1.95031 0.64424 0.05 0.01 -0.04
H -0.12847 4.66921 6.39543 0.04 -0.01 -0.01
C 0.46152 0.43556 0.58174 -0.01 -0.02 -0.05
C -3.98181 -2.08013 -4.08213 0.03 0.03 0.02
H 9.32164 -4.11310 -4.75988 0.19 -0.06 0.00
C -5.97035 3.34456 2.06775 0.03 0.01 0.00
O -4.32812 -6.16458 0.78410 0.09 0.09 -0.43
H -5.17665 -2.00350 -0.83926 0.01 0.03 0.01
C -5.64732 4.47143 2.97368 0.04 0.01 -0.03
C 12.59849 -4.27185 -5.99482 0.03 0.00 0.01
H 5.57166 -3.46200 -3.01621 0.02 -0.02 0.00
C 3.59318 2.02313 -5.35178 0.02 0.03 -0.02
H -1.86887 5.74942 7.81484 -0.01 0.02 0.03
C 10.58970 -3.23939 -10.38249 -0.03 -0.02 0.01
C 1.50476 5.95615 7.08665 -0.01 0.01 0.01
O -2.06264 -8.30084 2.23830 0.35 0.17 -0.21
H -4.40701 -3.61309 -2.57284 0.03 0.00 -0.02
O -12.16245 7.71214 7.05339 -0.05 -0.01 -0.02
C 0.09370 5.49391 7.06071 -0.05 0.01 0.01
H 1.01539 1.15387 1.17232 -0.02 0.00 0.03
C -6.08146 -8.09282 2.78423 -0.74 -1.59 1.26
C -0.26328 -0.57809 -1.53118 0.00 0.05 0.06
C -3.99966 -0.61751 -4.33963 0.00 0.04 0.03
H 3.70541 -2.35224 -4.23958 -0.01 0.01 -0.03
C -8.66376 8.95201 8.75250 -0.01 -0.01 -0.01
O -2.74282 -4.88303 2.19293 -0.06 -0.31 0.66
O -6.51294 -8.97267 3.48662 0.61 1.46 -1.11
C -1.13193 -1.53771 0.55067 -0.10 -0.10 -0.05
O -0.40477 -0.52698 2.54847 0.00 0.00 0.06
O 11.44827 -1.06337 -10.63748 0.06 0.05 -0.01
C 8.19626 -1.92312 -9.51600 -0.01 0.03 0.00
```
Positions in Å, forces in eV/Å.